No. 1
{"formula": "C12H10FN3O4", "method": "the ωB97M-V functional and the def2-TZVPD basis", "species": ["F", "N", "C", "C", "C", "C", "C", "H", "H", "H", "H", "H", "C", "N", "O", "O", "C", "C", "C", "C", "N", "O", "O", "C", "C", "H", "H", "H", "H", "H"], "xyz": [[-1.91161, -0.59432, -2.54069], [-2.59772, -0.23523, -3.63402], [-3.67344, 0.63817, -3.49908], [-4.23646, 1.18660, -4.60887], [-3.74346, 0.86192, -5.87391], [-2.70189, -0.05908, -6.00415], [-2.13428, -0.60493, -4.89419], [-4.02471, 0.86616, -2.51064], [-5.04679, 1.89013, -4.50847], [-4.18149, 1.31192, -6.75034], [-2.34326, -0.32198, -6.98573], [-1.33122, -1.31407, -4.95150], [-0.30680, -2.26076, -0.68549], [0.09148, -3.61051, -0.72707], [-0.41398, -4.34055, -1.59877], [0.92663, -4.03455, 0.08962], [0.16045, -1.31781, 0.21861], [1.14549, -1.60777, 1.18995], [1.59269, -0.63694, 2.03800], [1.07962, 0.65063, 1.96850], [1.64054, 1.68362, 2.81944], [1.25285, 2.84779, 2.66948], [2.48936, 1.36199, 3.66127], [0.07440, 0.94765, 1.05507], [-0.36864, -0.00763, 0.18535], [-1.01569, -1.95368, -1.42999], [1.55508, -2.60298, 1.23307], [2.35936, -0.84891, 2.76653], [-0.33417, 1.94530, 1.04074], [-1.11374, 0.22145, -0.55826]], "atomic_forces_ev_per_a": [[-0.5865, 0.0031, -0.6794], [-1.2548, 1.3821, -2.5006], [1.7836, -1.3439, 0.6129], [0.1131, -0.0691, -1.0583], [0.1302, -0.2451, 0.3560], [-0.9141, 0.7208, -0.2308], [-0.0618, 0.0981, 2.3608], [0.2750, -0.1185, 0.4164], [-0.0875, -0.0185, 0.1637], [-0.0121, 0.0468, -0.0966], [0.1579, -0.1749, 0.0234], [0.3189, -0.1695, 0.4111], [0.0592, -1.2862, -0.5211], [-0.2845, 1.4092, 0.0554], [-0.0587, -0.0751, -0.1334], [-0.3307, -0.4743, -0.4999], [0.3668, -0.3066, 0.3924], [0.2590, 0.0452, 0.2847], [0.2379, 0.1634, 0.2657], [0.1941, 0.2530, 0.2858], [0.1662, 0.2926, 0.4703], [0.1962, -0.7851, 0.0581], [-0.7622, 0.2759, -0.7991], [-0.0017, 0.6039, 0.0109], [0.2429, -0.0994, 0.1683], [0.0281, -0.6806, 0.0568], [-0.0479, 0.2377, 0.0880], [0.0696, -0.0296, 0.0296], [0.0075, 0.1464, -0.0350], [-0.2039, 0.1981, 0.0440]], "mulliken_charge": [0.020, 0.095, -0.035, -0.638, -0.006, -0.705, 0.027, 0.459, 0.390, 0.409, 0.393, 0.479, -1.287, 1.022, -0.746, -0.711, 1.125, -0.781, -0.263, -0.137, 0.949, -0.643, -0.628, -0.435, -0.578, 0.578, 0.514, 0.460, 0.435, 0.241], "relative_energy_kj_mol": 8.5, "gap_ev": 2.4}

No. 2
{"formula": "C5H8N2O", "method": "the ωB97M-V functional and the def2-TZVPD basis", "species": ["C", "C", "C", "N", "C", "N", "C", "O", "H", "H", "H", "H", "H", "H", "H", "H"], "xyz": [[-0.56729, 1.88326, -0.33786], [-0.46771, -0.73519, 1.35036], [0.04915, -0.50300, -0.06630], [0.29220, -1.71778, -0.79953], [-0.61947, 0.53441, -0.90854], [0.74560, 1.54702, -0.89879], [1.29987, 0.51566, -0.14988], [2.43746, 0.28144, 0.13377], [1.24974, -1.84994, -1.10395], [0.08189, -2.55846, -0.27261], [-0.65083, 2.02260, 0.73537], [-1.04829, 2.66938, -0.90831], [-1.03385, 0.33079, -1.88473], [-1.37783, -1.33515, 1.31809], [0.28804, -1.27847, 1.91779], [-0.67869, 0.19343, 1.87513]], "atomic_forces_ev_per_a": [[-0.5585, -0.2150, 0.1164], [-0.0399, -0.1648, -0.4141], [1.3470, 0.8814, 0.6976], [0.1742, -0.7919, -0.0627], [0.3869, 1.7498, -0.4608], [-0.8958, -0.3325, -0.7248], [-0.2572, -2.2592, 0.8734], [0.0010, 0.4852, -0.2572], [0.0347, 0.4072, 0.0032], [-0.2050, 0.2695, 0.1181], [0.0483, -0.0133, -0.0163], [0.0696, 0.0005, 0.0527], [0.0000, -0.0081, 0.0283], [-0.0862, -0.0314, 0.0729], [0.0237, 0.0086, -0.0156], [-0.0428, 0.0141, -0.0112]], "mulliken_charge": [-0.208, -1.408, 1.452, -0.726, -0.659, -0.460, 0.182, -0.546, 0.246, 0.252, 0.171, 0.253, 0.365, 0.391, 0.358, 0.336], "smiles": "C[C@]1(N)C(=O)N2C[C@@H]21", "relative_energy_kj_mol": 235.6, "gap_ev": 9.9}

No. 3
{"formula": "C6H12P2", "method": "the ωB97M-V functional and the def2-TZVPD basis", "species": ["C", "C", "C", "C", "C", "C", "P", "P", "H", "H", "H", "H", "H", "H", "H", "H", "H", "H", "H", "H"], "xyz": [[2.16731, -0.19692, -0.97515], [1.00944, 0.02105, -0.07298], [-1.00166, 1.55077, 0.63983], [-1.07589, -1.07493, 1.25823], [-1.09520, -0.00082, -1.41095], [-0.44496, 0.21422, -0.03839], [2.33235, 1.35100, 0.01041], [1.97346, -1.49859, 0.41633], [2.28145, -0.43774, -1.97517], [-1.92638, 1.79669, 0.17708], [-0.30242, 2.35686, 0.39088], [-1.21498, 1.57988, 1.65241], [-2.24607, -0.98535, 1.27607], [-0.71619, -1.99813, 0.86190], [-0.55606, -0.68406, 2.18379], [-0.29578, -0.23772, -2.14300], [-1.73591, 0.76106, -1.69348], [-1.71226, -0.88767, -1.34340], [3.05727, 0.88777, 1.17598], [1.50249, -2.51737, -0.39040]], "atomic_forces_ev_per_a": [[-0.4066, -0.2010, 3.0140], [1.2593, 0.0103, 0.8352], [1.8828, -0.5522, -2.9100], [-0.5119, 3.9190, -1.8147], [1.6643, -2.3894, 0.7914], [-3.2348, -0.9640, 2.8792], [-0.2642, -0.9513, 0.1225], [1.5240, 1.9132, 0.0687], [0.1365, -0.1266, -1.8239], [-0.8619, 0.1637, -0.6024], [-0.1417, 0.0778, 0.1546], [0.1711, -0.5178, 2.1874], [2.3686, -0.2251, 0.1140], [0.0691, -0.7266, 0.1007], [-0.7932, -0.8422, -1.0088], [-0.6893, 0.4419, 0.0872], [-0.8948, 1.7502, -0.7747], [-0.2174, -0.3498, -0.1852], [-0.0610, -0.0115, -0.5110], [-0.9988, -0.4186, -0.7243]], "mulliken_charge": [-1.156, -0.041, -1.603, -1.373, -1.344, 1.857, -0.147, -0.140, 0.506, 0.401, 0.411, 0.381, 0.339, 0.485, 0.382, 0.293, 0.381, 0.349, 0.017, 0.003], "relative_energy_kj_mol": 233.8, "gap_ev": 9.6}

No. 4
{"formula": "C31H36N6O7SV", "method": "the ωB97M-V functional and the def2-TZVPD basis", "species": ["V", "N", "C", "C", "O", "N", "C", "C", "O", "O", "H", "H", "H", "H", "H", "H", "C", "C", "C", "C", "C", "C", "C", "S", "C", "O", "H", "H", "H", "H", "H", "H", "H", "H", "H", "H", "C", "N", "C", "C", "C", "N", "C", "O", "N", "H", "H", "H", "H", "H", "H", "H", "C", "O", "C", "C", "C", "C", "C", "C", "N", "C", "C", "C", "C", "C", "C", "C", "O", "H", "H", "H", "H", "H", "H", "H", "H", "H", "H", "H", "H", "H"], "xyz": [[-0.16696, 1.20297, 0.77411], [-2.15625, 1.85080, 0.53121], [-2.26654, 3.23104, 1.04679], [-1.35960, 3.37067, 2.26727], [-1.59774, 4.17009, 3.15628], [-0.32936, 2.49587, 2.20648], [0.50303, 2.26883, 3.36825], [0.88275, 0.79851, 3.34292], [1.28468, 0.18799, 4.30475], [0.72341, 0.23891, 2.14511], [-2.66090, 1.20811, 1.14427], [-2.58053, 1.74116, -0.39406], [-1.93259, 3.92458, 0.27369], [-3.28634, 3.49326, 1.32608], [1.43036, 2.85020, 3.33357], [-0.01654, 2.51192, 4.29533], [-1.67672, -5.44578, -2.94517], [-2.31634, -4.18853, -2.42444], [-3.12371, -4.22042, -1.28841], [-3.72600, -3.06762, -0.81107], [-3.53314, -1.87223, -1.48855], [-2.72123, -1.80895, -2.60701], [-2.11798, -2.97036, -3.06768], [-4.30713, -0.37717, -0.88619], [-5.93329, -0.65522, -1.60239], [-3.72238, 0.75553, -1.66871], [-1.48234, -6.15479, -2.14048], [-0.73494, -5.23010, -3.44932], [-2.32921, -5.94028, -3.66776], [-3.27337, -5.15865, -0.76621], [-4.33443, -3.09559, 0.08653], [-2.55459, -0.85260, -3.08714], [-1.47402, -2.92519, -3.93827], [-5.81635, -0.69764, -2.68441], [-6.56272, 0.18487, -1.31623], [-6.34475, -1.58672, -1.21646], [-1.57491, -3.32140, 2.53181], [-0.96838, -2.75380, 1.33448], [-0.14865, -3.46539, 0.52833], [0.42471, -2.91913, -0.56314], [0.19483, -1.52923, -0.79393], [-0.57899, -0.81669, 0.02207], [-1.24975, -1.42261, 1.05431], [-2.06092, -0.81692, 1.74014], [0.74409, -0.92392, -1.84702], [-1.23551, -4.34862, 2.63904], [-2.66007, -3.29332, 2.45124], [-1.27597, -2.73896, 3.40101], [0.00769, -4.49891, 0.80629], [1.05703, -3.50045, -1.21536], [1.50644, -1.36994, -2.32689], [0.73154, 0.08670, -1.89185], [4.14969, -1.08545, 3.28988], [3.89422, -0.43986, 2.05314], [3.82733, 0.92499, 2.06194], [4.15094, 1.71920, 3.14461], [4.09794, 3.10868, 3.02846], [3.72086, 3.68410, 1.83074], [3.38719, 2.88563, 0.73955], [3.43118, 1.50282, 0.84021], [3.10022, 0.64116, -0.21405], [3.22905, 1.05710, -1.56223], [2.39008, 1.93073, -2.20520], [2.76229, 2.44774, -3.50947], [2.03609, 3.38483, -4.16194], [0.83431, 3.91319, -3.60203], [0.40014, 3.42007, -2.40867], [1.12137, 2.41947, -1.72093], [0.56718, 1.87945, -0.64231], [5.15765, -0.85775, 3.64940], [4.07726, -2.15236, 3.09116], [3.40641, -0.80015, 4.03560], [4.43922, 1.26814, 4.08289], [4.35130, 3.72516, 3.88071], [3.67763, 4.76109, 1.73203], [3.10195, 3.34051, -0.19904], [3.44782, -0.28776, -0.02962], [4.12672, 0.73378, -2.08275], [3.68605, 2.07837, -3.94017], [2.37915, 3.74840, -5.12277], [0.27339, 4.67689, -4.12205], [-0.52406, 3.76700, -1.96036]], "atomic_forces_ev_per_a": [[0.2459, 0.1697, -0.2928], [-0.0188, 0.0571, 0.0392], [0.0028, 0.0196, 0.0063], [-0.0077, 0.0436, 0.0097], [0.0253, -0.0538, -0.0402], [-0.0736, -0.0237, -0.0208], [0.0296, -0.0109, 0.0194], [0.0443, -0.0570, 0.1004], [0.0147, 0.0465, -0.0629], [-0.0617, 0.0350, -0.0690], [0.0509, 0.0137, -0.0443], [0.0800, -0.0418, -0.0179], [0.0019, -0.0041, 0.0026], [0.0072, -0.0044, -0.0002], [-0.0083, 0.0187, 0.0074], [0.0042, -0.0004, -0.0079], [0.0037, 0.0023, -0.0005], [-0.0154, -0.0025, -0.0008], [0.0101, -0.0013, -0.0045], [0.0026, 0.0142, 0.0045], [-0.0482, -0.0168, -0.0096], [0.0201, 0.0040, -0.0010], [-0.0168, 0.0044, 0.0044], [-0.0625, 0.0256, 0.0401], [0.0639, -0.0470, -0.0657], [0.0436, 0.0214, 0.0046], [0.0008, -0.0036, 0.0029], [0.0026, 0.0010, -0.0029], [0.0005, 0.0009, 0.0029], [0.0000, -0.0005, 0.0000], [-0.0068, -0.0062, 0.0000], [-0.0095, 0.0020, -0.0067], [0.0000, 0.0008, -0.0006], [-0.0241, -0.0073, -0.0024], [0.0168, 0.0110, 0.0125], [-0.0017, 0.0002, 0.0121], [-0.0060, 0.0048, 0.0050], [-0.0110, -0.0105, -0.0291], [0.0251, 0.0373, -0.0544], [-0.0308, -0.0347, 0.0557], [0.0319, 0.0166, -0.0814], [-0.0478, -0.0109, 0.1251], [0.0465, -0.0515, -0.0334], [0.0093, 0.0326, 0.0189], [-0.0303, -0.0123, 0.0820], [0.0010, -0.0002, -0.0013], [0.0031, -0.0023, 0.0004], [-0.0044, -0.0024, 0.0024], [-0.0006, 0.0006, 0.0025], [0.0072, 0.0076, -0.0034], [0.0115, 0.0124, -0.0104], [0.0139, 0.0067, -0.0277], [0.0258, 0.0006, -0.0061], [-0.0641, -0.0270, 0.0077], [0.0373, 0.0069, -0.0012], [-0.0049, 0.0093, -0.0026], [-0.0154, 0.0120, -0.0018], [-0.0202, 0.0195, 0.0340], [-0.0013, -0.0051, 0.0074], [0.0181, -0.0045, -0.0233], [-0.0276, -0.0396, 0.0859], [0.0340, 0.0511, -0.0871], [0.0236, -0.1188, 0.0340], [-0.0148, 0.0184, -0.0140], [0.0149, -0.0266, 0.0324], [-0.0475, 0.0172, 0.0270], [-0.0004, 0.0113, -0.0132], [0.0680, 0.0545, -0.1507], [-0.3483, -0.2014, 0.4088], [-0.0070, 0.0077, -0.0009], [-0.0009, 0.0034, 0.0021], [0.0062, -0.0170, -0.0135], [0.0026, 0.0073, 0.0064], [-0.0015, 0.0020, 0.0027], [0.0041, -0.0013, 0.0028], [0.0018, -0.0090, 0.0071], [-0.0285, -0.0057, 0.0029], [0.0147, 0.0259, -0.0052], [0.0000, -0.0001, -0.0035], [-0.0016, 0.0003, -0.0041], [0.0031, -0.0016, -0.0023], [-0.0053, 0.0063, -0.0001]], "mulliken_spin": [0.916, -0.016, 0.003, 0.005, -0.005, -0.023, 0.013, 0.003, -0.002, 0.001, 0.006, 0.013, 0.000, -0.001, -0.005, 0.000, 0.000, 0.000, 0.001, 0.000, 0.002, -0.002, 0.000, 0.001, 0.000, 0.000, 0.000, 0.000, 0.000, 0.000, 0.000, 0.000, 0.000, 0.000, 0.000, 0.000, -0.001, 0.002, 0.002, 0.002, 0.014, 0.005, -0.018, 0.006, 0.001, 0.000, 0.000, 0.000, 0.000, 0.000, 0.000, 0.000, 0.000, 0.000, -0.005, -0.001, 0.001, -0.002, 0.007, 0.002, 0.004, 0.077, -0.026, 0.021, -0.017, 0.029, -0.027, 0.034, -0.019, 0.000, 0.000, 0.000, 0.000, 0.000, 0.000, 0.000, 0.002, -0.001, 0.000, -0.001, 0.002, -0.002], "spin_multiplicity": 2, "relative_energy_kj_mol": 0.0, "gap_ev": [5.0, 4.8]}